Entry 1:
Here is a molecular structure, C47H39N18RbSe2 from the OMol25 dataset. Energies are from ωB97M-V/def2-TZVPD.

Calculated values
gap between HOMO and LUMO	6.85	eV
ΔE to the lowest compared entry with this formula, charge and spin	135.5	kJ/mol

Each line ends with the Mulliken charge.
Element x y z (Å)
Rb -0.821 0.573 0.603  0.355
C -4.429 -2.438 0.814  -0.902
C -5.277 -2.511 1.918  -0.605
C -5.196 -1.535 2.882  -0.575
C -4.257 -0.490 2.756  0.091
N -3.433 -0.434 1.705  0.458
C -3.544 -1.382 0.769  -0.196
N -4.279 0.451 3.762  -0.492
C -3.440 1.424 3.927  0.128
N -2.310 1.822 3.252  0.218
C -1.825 2.920 3.918  -0.375
N -0.832 3.711 3.686  -0.431
C 0.213 3.590 2.813  0.139
C 0.812 4.804 2.408  -0.545
C 1.975 4.792 1.683  -0.515
C 2.553 3.566 1.358  -0.743
C 1.886 2.429 1.750  -0.133
N 0.740 2.410 2.445  -0.132
C -2.690 3.252 5.091  0.123
C -2.618 4.250 6.041  0.058
C -3.613 4.277 7.015  -0.650
C -4.637 3.330 7.018  -0.630
C -4.693 2.331 6.049  -0.053
C -3.697 2.320 5.094  -0.216
H -4.451 -3.172 0.019  0.436
H -5.994 -3.317 2.012  0.393
H -5.837 -1.532 3.753  0.517
H -2.867 -1.292 -0.068  0.311
H 0.341 5.724 2.724  0.474
H 2.448 5.721 1.386  0.416
H 3.481 3.503 0.811  0.532
H 2.296 1.450 1.502  0.439
H -1.816 4.977 6.019  0.520
H -3.596 5.043 7.781  0.387
H -5.399 3.375 7.787  0.399
H -5.480 1.588 6.039  0.530
Se -0.753 4.014 -3.490  -0.025
Se -1.890 2.018 -3.729  -0.018
C -3.225 2.311 -2.361  -0.177
C -4.403 2.946 -2.729  -0.412
C -5.353 3.189 -1.749  -0.422
C -5.090 2.790 -0.453  -0.926
C -3.892 2.144 -0.188  -0.258
N -2.967 1.896 -1.124  0.198
C 0.903 3.431 -2.669  0.331
C 2.009 4.265 -2.813  -0.738
C 3.228 3.812 -2.345  -0.707
C 3.299 2.559 -1.758  -0.993
C 2.131 1.828 -1.630  -0.351
N 0.943 2.256 -2.072  0.130
H -4.558 3.246 -3.755  0.481
H -6.282 3.689 -1.998  0.394
H -5.798 2.964 0.347  0.479
H -3.660 1.803 0.815  0.549
H 1.916 5.225 -3.305  0.380
H 4.113 4.427 -2.449  0.489
H 4.235 2.168 -1.381  0.817
H 2.128 0.851 -1.164  0.607
N 0.492 -1.071 2.998  0.117
C 0.437 -2.246 2.328  0.150
N 1.119 -3.267 2.852  -0.759
C 1.105 -4.365 2.105  0.238
N 1.836 -5.420 2.541  -0.430
N 0.455 -4.520 0.942  -0.657
C -0.212 -3.443 0.541  -0.184
N -0.239 -2.274 1.166  0.855
C -0.978 -3.588 -0.743  0.595
C -1.161 -4.853 -1.291  -0.456
C -1.884 -4.971 -2.465  -0.701
C -2.398 -3.827 -3.051  -0.740
C -2.159 -2.611 -2.431  -0.639
N -1.463 -2.485 -1.306  0.462
H 0.853 -1.103 3.936  0.304
H -0.183 -0.349 2.806  -0.350
H 2.169 -5.394 3.488  0.262
H 1.670 -6.309 2.105  0.255
H -0.735 -5.712 -0.792  0.558
H -2.049 -5.943 -2.912  0.461
H -2.975 -3.870 -3.966  0.485
H -2.547 -1.690 -2.857  0.460
C 3.146 -2.030 0.074  -1.788
C 2.439 -2.023 -1.242  1.079
N 1.384 -1.303 -1.523  0.515
C 1.054 -1.602 -2.829  -0.751
C 1.900 -2.537 -3.327  -1.068
N 2.789 -2.811 -2.304  0.296
C 3.971 -3.630 -2.418  -0.931
N 4.797 -3.199 -3.523  0.648
N 5.207 -4.104 -4.445  -0.823
N 5.909 -3.516 -5.337  -0.519
C 5.967 -2.171 -5.020  -0.095
C 6.586 -1.110 -5.688  -0.700
C 6.440 0.144 -5.145  -0.719
C 5.688 0.353 -3.968  -0.361
C 5.078 -0.681 -3.297  0.040
C 5.245 -1.956 -3.851  1.131
H 2.624 -1.347 0.742  -0.128
H 4.185 -1.701 -0.011  0.531
H 3.142 -3.022 0.532  0.437
H 0.225 -1.117 -3.319  0.622
H 1.973 -3.020 -4.288  0.590
H 3.729 -4.671 -2.615  0.372
H 4.516 -3.565 -1.478  0.436
H 7.147 -1.281 -6.597  0.420
H 6.896 0.995 -5.633  0.382
H 5.577 1.362 -3.593  0.377
H 4.479 -0.507 -2.412  0.162

=====

Entry 2:
Here is a molecular structure, C47H41AuO4P2Te in a non-equilibrium geometry from the OMol25 dataset. Energies are from ωB97M-V/def2-TZVPD.

Calculated values
gap between HOMO and LUMO (spin up / spin down)	7.74 / 4.91	eV
net charge	+2
multiplicity	3
<S²>	2.04

Each line ends with the Löwdin spin population.
Element x y z (Å)
Au -0.038 0.934 1.137  0.325
C 1.910 1.743 -1.853  0.001
C 0.478 1.244 -2.133  0.018
P -0.772 1.892 -0.935  0.195
C -2.332 1.137 -1.392  0.023
C -3.548 1.754 -1.219  0.025
C -4.675 1.128 -1.691  0.000
C -4.650 -0.175 -2.098  0.032
C -3.414 -0.936 -2.107  -0.004
C -2.261 -0.283 -1.708  0.019
C -1.000 3.616 -1.308  0.037
C -1.544 4.108 -2.448  0.007
C -1.920 5.458 -2.608  0.002
C -1.749 6.336 -1.544  -0.001
C -1.287 5.865 -0.328  0.000
C -0.969 4.522 -0.206  0.004
C 2.749 0.770 -1.033  0.005
P 2.294 0.757 0.670  0.103
C 3.138 2.097 1.534  0.011
C 3.366 1.885 2.890  0.013
C 3.930 2.909 3.682  -0.001
C 4.574 3.968 3.085  0.011
C 4.475 4.130 1.651  0.001
C 3.747 3.254 0.886  0.005
C 3.056 -0.814 1.146  0.042
C 4.265 -0.834 1.812  0.013
C 4.978 -2.011 1.840  0.003
C 4.510 -3.241 1.287  0.015
C 3.282 -3.148 0.598  -0.002
C 2.487 -1.992 0.771  0.016
H 1.913 2.744 -1.425  0.000
H 2.435 1.835 -2.824  0.000
H 0.344 0.128 -2.098  0.000
H 0.106 1.565 -3.078  0.005
H -3.613 2.808 -0.967  0.001
H -5.644 1.592 -1.580  -0.001
H -5.625 -0.571 -2.451  0.001
H -3.363 -1.992 -2.446  -0.001
H -1.382 -0.899 -1.580  0.001
H -1.785 3.425 -3.306  0.000
H -2.312 5.721 -3.566  0.000
H -1.956 7.410 -1.757  0.000
H -1.177 6.551 0.502  0.000
H -0.537 4.176 0.690  0.001
H 3.819 0.973 -1.074  0.002
H 2.611 -0.266 -1.269  0.000
H 2.973 0.981 3.341  0.000
H 4.085 2.682 4.718  0.000
H 4.927 4.707 3.758  0.001
H 4.983 4.867 1.110  0.000
H 3.677 3.399 -0.175  0.000
H 4.723 0.023 2.245  0.001
H 5.946 -1.935 2.327  0.001
H 4.954 -4.193 1.488  0.001
H 2.782 -3.958 0.059  0.000
H 1.450 -2.030 0.594  0.003
O 1.700 -4.670 -2.391  0.209
C 1.100 -3.616 -2.591  0.007
O 1.156 -2.502 -1.952  0.012
C 0.501 -3.660 -3.964  0.157
C 0.660 -2.461 -4.755  0.143
C 0.076 -2.253 -6.004  0.009
C -0.644 -3.358 -6.520  0.178
O -1.420 -3.444 -7.655  0.139
C -1.838 -4.809 -7.756  0.003
O -1.516 -5.492 -6.458  0.073
C -0.800 -4.532 -5.802  0.084
C -0.099 -4.742 -4.606  -0.025
H 1.178 -1.609 -4.313  0.004
H 0.121 -1.272 -6.443  -0.003
H -1.427 -5.274 -8.631  0.006
H -2.975 -4.840 -7.791  0.006
H -0.080 -5.779 -4.199  -0.002
Te -1.970 1.058 2.950  0.017
C -2.944 -0.834 3.018  0.003
C -2.996 -1.505 1.780  0.001
C -3.782 -2.680 1.698  0.000
C -4.310 -3.252 2.837  0.000
C -4.086 -2.637 4.109  0.000
C -3.462 -1.400 4.177  0.000
C -0.831 0.665 4.747  0.022
C -0.569 1.611 5.800  0.004
C 0.126 1.186 6.944  0.002
C 0.532 -0.165 7.065  0.005
C 0.269 -1.077 6.049  0.000
C -0.336 -0.680 4.840  0.009
H -2.521 -1.033 0.913  0.000
H -3.775 -3.227 0.731  0.000
H -5.045 -4.027 2.801  0.000
H -4.439 -3.098 4.952  0.000
H -3.305 -0.974 5.143  0.000
H -1.047 2.578 5.774  0.000
H 0.304 1.863 7.759  0.000
H 1.110 -0.481 7.924  0.000
H 0.516 -2.068 6.187  0.000
H -0.553 -1.324 4.022  0.001

=====

Entry 3:
Here is a molecular structure, C47H41BiCl2N10O3S2 in a non-equilibrium geometry from the OMol25 dataset. Energies are from ωB97M-V/def2-TZVPD.

Calculated values
gap between HOMO and LUMO	6.96	eV
ΔE to the lowest compared entry with this formula, charge and spin	0.0	kJ/mol

Each line ends with the Mulliken charge.
Element x y z (Å)
Bi -0.144 -0.519 1.166  1.735
Cl -0.862 -6.850 -1.565  -0.229
C -1.264 -5.368 -0.769  -0.113
C -0.228 -4.638 -0.175  -0.830
C -0.537 -3.506 0.574  -0.390
N 0.466 -2.700 1.196  0.462
C 1.639 -3.218 1.616  0.126
O 2.037 -4.382 1.480  -0.788
C 2.494 -2.262 2.388  0.277
C 3.718 -2.706 2.863  -0.617
C 4.478 -1.881 3.672  -0.526
C 3.990 -0.577 3.969  -0.681
C 2.769 -0.237 3.423  -0.403
N 2.019 -1.060 2.655  -0.029
C -1.863 -3.131 0.804  0.004
C -2.912 -3.832 0.208  -0.486
C -2.583 -4.968 -0.538  0.121
Cl -3.844 -5.972 -1.225  -0.218
N -2.005 -1.978 1.604  0.227
C -3.148 -1.708 2.286  0.349
O -4.230 -2.292 2.202  -0.766
C -3.016 -0.567 3.274  0.020
C -4.027 -0.353 4.179  -0.737
C -3.950 0.734 5.032  -0.470
C -2.858 1.602 4.942  -1.027
C -1.866 1.262 4.064  -0.262
N -1.970 0.247 3.220  0.400
H 0.804 -4.938 -0.352  0.531
H 3.999 -3.693 2.463  0.502
H 5.451 -2.189 4.098  0.395
H 4.519 0.071 4.646  0.496
H 2.329 0.745 3.658  0.388
H -3.941 -3.575 0.309  0.710
H -4.819 -1.103 4.204  0.504
H -4.761 0.930 5.720  0.423
H -2.770 2.491 5.527  0.483
H -0.985 1.865 3.958  0.486
S 5.604 -1.113 -0.453  0.037
C 7.165 -0.634 -1.030  -0.436
C 7.088 -0.091 -2.275  -0.674
C 5.741 0.029 -2.722  -0.480
C 4.824 -0.462 -1.860  -0.273
C 3.396 -0.378 -1.935  0.603
C 2.576 0.090 -0.758  -0.635
N 1.203 -0.370 -0.770  0.857
C 0.650 -0.560 -1.973  -1.053
C 1.337 -0.536 -3.185  0.868
C 0.648 -0.674 -4.400  -0.556
C -0.706 -0.833 -4.537  -1.410
C -1.453 -0.885 -3.324  1.373
C -2.849 -1.131 -3.297  -0.756
C -3.513 -1.100 -2.120  0.683
C -2.809 -0.879 -0.933  -1.487
N -1.492 -0.715 -0.923  1.209
C -0.807 -0.745 -2.076  -0.138
C -4.932 -1.455 -2.061  -0.043
C -5.416 -2.667 -2.507  -0.602
C -6.757 -2.901 -2.116  -0.749
C -7.263 -1.901 -1.362  -0.483
S -6.119 -0.602 -1.177  -0.097
C 2.771 -0.578 -3.108  -1.071
H 8.034 -0.868 -0.407  0.436
H 7.909 0.173 -2.905  0.436
H 5.543 0.523 -3.664  0.457
H 3.029 -0.226 0.216  -0.341
H 1.259 -0.648 -5.266  0.542
H -1.206 -0.965 -5.501  0.462
H -3.355 -1.407 -4.220  0.596
H -3.344 -0.829 0.027  0.288
H -4.786 -3.369 -3.024  0.501
H -7.329 -3.770 -2.428  0.397
H -8.248 -1.852 -0.951  0.479
H 3.255 -0.824 -4.020  0.704
C 3.959 3.453 -1.012  -1.757
C 3.856 2.104 -0.333  1.482
C 3.905 2.286 1.164  -1.173
O 2.603 1.557 -0.729  -0.034
H 4.915 3.953 -0.849  0.412
H 3.170 4.153 -0.644  0.359
H 3.785 3.290 -2.079  0.415
H 4.710 1.525 -0.636  -0.216
H 2.955 2.705 1.515  0.049
H 4.733 3.011 1.403  0.540
H 4.068 1.350 1.698  0.112
C -0.004 2.646 0.783  -1.172
N 0.002 4.107 0.575  0.163
C 0.134 4.348 -0.891  -0.481
N -0.999 3.744 -1.607  0.169
C -0.983 2.315 -1.372  -0.748
N -1.075 1.970 0.086  1.932
C -2.360 2.521 0.554  -0.682
N -2.408 3.976 0.399  0.017
C -1.273 4.616 1.088  -0.668
C -2.231 4.286 -1.043  -0.771
H -0.094 2.447 1.828  0.229
H 0.937 2.231 0.371  0.212
H 1.064 3.901 -1.191  0.152
H 0.217 5.425 -1.066  0.227
H 0.003 1.968 -1.741  -0.142
H -1.754 1.839 -1.949  0.116
H -2.489 2.287 1.603  -0.004
H -3.192 2.046 0.018  0.168
H -1.339 4.432 2.187  0.309
H -1.284 5.714 0.908  0.340
H -2.235 5.372 -1.198  0.356
H -3.072 3.828 -1.571  0.378

=====

Entry 4:
Here is a molecular structure, C47H41N7O2SSrTe in a non-equilibrium geometry from the OMol25 dataset. Energies are from ωB97M-V/def2-TZVPD.

Calculated values
gap between HOMO and LUMO	7.45	eV
ΔE to the lowest compared entry with this formula, charge and spin	609.6	kJ/mol

Each line ends with the Mulliken charge.
Element x y z (Å)
Sr -1.326 -0.943 0.823  2.789
C -0.031 -1.618 5.373  -1.921
C -0.136 -1.577 3.878  -0.982
N -0.959 -0.813 3.241  2.222
N -1.744 -0.003 3.982  -1.739
C -2.813 0.535 3.438  0.525
N -3.407 1.498 4.199  -0.460
S -3.625 0.148 1.974  -0.541
C 0.643 -2.503 3.058  0.944
C 1.111 -3.686 3.469  -1.176
C 1.643 -4.720 2.531  -0.339
C 1.529 -4.863 0.328  -0.660
C 0.471 -3.864 -0.175  -1.160
N 0.033 -2.895 0.776  0.848
H -0.418 -0.684 5.772  0.435
H 1.007 -1.753 5.679  0.428
H -0.629 -2.433 5.787  0.295
H -3.076 1.629 5.140  0.235
H -4.349 1.753 3.973  0.209
H 0.984 -3.979 4.505  0.437
H 2.058 -5.547 3.104  0.620
H 1.833 -5.579 -0.430  0.463
H 0.222 -3.693 -1.216  0.732
C 3.037 -2.941 1.168  -1.077
C 2.603 -4.355 1.326  -0.130
C 0.602 -5.241 1.495  -1.125
C -0.454 -4.229 0.992  0.792
N 0.813 -2.103 1.681  1.039
C 2.198 -1.933 1.341  -0.696
C -1.921 -4.381 1.119  -0.493
C -2.528 -5.626 1.235  -1.137
C -3.904 -5.689 1.378  -0.489
C -4.633 -4.512 1.405  -1.018
C -3.947 -3.313 1.283  -0.305
N -2.625 -3.244 1.147  0.851
H 4.068 -2.739 0.901  0.447
H 3.470 -5.013 1.326  0.669
H 0.230 -6.253 1.627  0.537
H 2.516 -0.903 1.267  -0.020
H -1.939 -6.532 1.204  0.436
H -4.398 -6.648 1.463  0.435
H -5.707 -4.519 1.518  0.430
H -4.471 -2.366 1.315  0.372
C -1.395 3.877 -4.748  -1.654
C -1.136 2.882 -3.645  0.075
C -1.325 1.529 -3.835  -0.882
C -1.096 0.592 -2.818  0.696
C -1.343 -0.839 -3.025  0.064
O -1.557 -1.649 -2.126  -0.594
C -1.329 -1.357 -4.438  0.336
C -2.334 -2.223 -4.855  -0.364
C -2.341 -2.721 -6.148  -0.632
C -1.326 -2.380 -7.030  -0.419
C -0.303 -1.540 -6.612  -0.762
C -0.306 -1.026 -5.325  -0.121
C -0.654 1.029 -1.527  -0.244
O -0.378 0.185 -0.618  -1.484
C -0.501 2.447 -1.325  0.844
C -0.730 3.313 -2.381  -0.754
C -0.210 2.995 0.017  0.140
N -0.365 2.270 1.057  -0.076
C -0.202 2.782 2.415  -0.333
C 1.168 3.299 2.853  -0.978
Te 2.764 1.847 2.948  0.202
C 3.574 2.173 1.001  -0.221
C 4.719 2.946 0.844  -0.462
C 5.263 3.137 -0.419  -0.567
C 4.665 2.557 -1.531  -0.437
C 3.521 1.788 -1.374  -0.902
C 2.979 1.589 -0.111  0.615
C 0.243 4.427 0.068  -0.108
C -0.554 5.414 0.638  0.082
C -0.078 6.711 0.767  -1.019
C 1.198 7.032 0.329  -0.493
C 1.984 6.059 -0.274  -0.940
C 1.505 4.766 -0.415  0.488
H -1.767 3.375 -5.640  0.355
H -0.483 4.416 -5.013  0.321
H -2.136 4.618 -4.440  0.353
H -1.698 1.188 -4.792  0.425
H -3.117 -2.488 -4.155  0.401
H -3.139 -3.379 -6.470  0.393
H -1.328 -2.771 -8.039  0.385
H 0.496 -1.279 -7.295  0.395
H 0.489 -0.367 -5.000  0.507
H -0.622 4.379 -2.214  0.582
H -0.487 1.969 3.082  -0.057
H -0.919 3.594 2.589  0.319
H 1.080 3.659 3.879  0.650
H 1.526 4.115 2.234  0.131
H 5.183 3.406 1.708  0.435
H 6.156 3.738 -0.537  0.384
H 5.092 2.705 -2.515  0.411
H 3.035 1.340 -2.234  0.486
H 2.077 1.002 -0.005  0.025
H -1.554 5.167 0.972  0.595
H -0.706 7.473 1.211  0.398
H 1.578 8.039 0.450  0.388
H 2.974 6.307 -0.636  0.433
H 2.116 4.008 -0.892  0.464